This record from the Open Molecules 2025 dataset describes an isolated molecule of C2H5N5. The level of theory is ωB97M-V/def2-TZVPD.

energy above the lowest of the compared OMol25 structures with the same formula, charge and spin: 114.3 kcal/mol
LUMO level: 0.2926 eV
HOMO energy: -7.70 eV
orbital gap: 8.00 eV
2S+1: 1

Element x y z (Å)
N1 -0.1698 0.1035 -0.1887
N2 -2.5538 -0.4332 -0.1770
N3 1.1446 0.4333 -0.1582
N4 -2.0771 -1.4416 -0.4497
N5 -0.9240 1.0885 0.0974
C1 2.0297 -0.6869 0.0632
C2 -2.2749 0.8192 0.0284
H1 1.1122 1.3000 0.4069
H2 -3.0436 1.6647 0.1722
H3 1.5107 -1.6200 -0.1755
H4 2.8252 -0.6416 -0.5968
H5 2.4207 -0.5859 0.9777


This record from the Open Molecules 2025 dataset describes a structure of composition C3H5NO2. The level of theory is ωB97M-V/def2-TZVPD.

energy above the lowest of the compared OMol25 structures with the same formula, charge and spin: 99.5 kcal/mol
LUMO level: -0.1607 eV
HOMO energy: -9.45 eV
orbital gap: 9.29 eV
2S+1: 1

Element x y z (Å)
O1 -1.6122 0.0501 0.0503
O2 2.4944 -0.6922 0.5187
N1 1.3702 -0.4789 0.8928
C1 -0.6012 1.0034 0.4010
C2 -0.6375 -0.8339 -0.5077
C3 0.5212 0.1183 -0.1540
H1 -0.7341 1.9559 -0.1243
H2 -0.6100 -1.8032 0.0054
H3 -0.7752 -0.9869 -1.5837
H4 1.1318 0.4912 -0.9807
H5 -0.5473 1.1762 1.4823


This record from the Open Molecules 2025 dataset describes a structure of composition C2H4N2S3. The level of theory is ωB97M-V/def2-TZVPD.

energy above the lowest of the compared OMol25 structures with the same formula, charge and spin: 136.8 kcal/mol
LUMO level: -1.1650 eV
HOMO energy: -8.52 eV
orbital gap: 7.35 eV
2S+1: 1

Element x y z (Å)
S1 -1.0480 0.0312 1.0188
S2 -0.2991 3.3763 1.5597
S3 -0.0276 -3.0592 -1.7074
N1 0.5697 2.3528 0.4664
N2 0.0202 -1.8098 -0.6670
C1 0.4494 1.0242 0.4620
C2 -0.9325 -1.5116 0.1413
H1 0.1015 4.6351 0.4295
H2 1.9208 -3.4678 -1.4698
H3 1.0937 0.5673 -0.4147
H4 -1.8481 -2.1387 0.1811


This record from the Open Molecules 2025 dataset describes an isolated molecule of C22H28N4O3S. The level of theory is ωB97M-V/def2-TZVPD.

energy above the lowest of the compared OMol25 structures with the same formula, charge and spin: 0.0 kcal/mol
LUMO level: 0.3063 eV
HOMO energy: -8.41 eV
orbital gap: 8.72 eV
2S+1: 1

Element x y z (Å)
S1 1.9523 -3.0272 -0.8644
O1 -0.0693 -0.0767 -1.4936
O2 -1.0309 -4.6978 0.8099
O3 3.4948 1.5279 -1.9421
N1 2.8549 -0.5635 -1.3282
N2 1.1378 0.4062 -3.3416
N3 -1.0089 -2.6345 -0.1095
N4 2.0052 -1.0177 0.8152
C1 2.6804 2.9029 1.9909
C2 2.9875 2.5248 0.7043
C3 -3.8590 1.7971 1.3359
C4 2.1594 1.9706 2.8888
C5 -0.4275 -3.7093 0.4425
C6 0.1064 2.2284 -2.1756
C7 1.0884 -3.6364 0.6046
C8 -2.8599 -0.5010 1.2165
C9 -2.4482 -2.5502 -0.1969
C10 3.0378 -1.0090 -2.6957
C11 2.2882 -1.3713 -0.3857
C12 0.3759 0.7465 -2.2724
C13 3.0825 0.7913 -1.0631
C14 -3.0722 -1.9860 1.0918
C15 -4.0319 0.3647 0.8405
C16 -1.6980 0.0163 1.5917
C17 2.2444 0.2695 1.1983
C18 1.9399 0.6684 2.5046
C19 2.7799 1.2050 0.2969
C20 -1.4091 1.4840 1.6624
C21 -2.4770 2.3022 0.9432
C22 1.7071 -0.9142 -3.4643
H1 -0.8795 -0.6318 1.8737
H2 3.3967 3.2239 -0.0097
H3 2.8429 3.9213 2.3095
H4 -2.8211 -3.5653 -0.3577
H5 -3.9569 1.8209 2.4232
H6 1.8737 -1.1449 -4.5174
H7 -1.3536 1.7874 2.7141
H8 -4.1400 -2.2091 1.0813
H9 1.9230 2.2780 3.8967
H10 -0.4901 -1.7955 -0.3317
H11 -4.1400 0.3615 -0.2495
H12 -0.4481 2.5621 -3.0501
H13 -4.9483 -0.0636 1.2556
H14 -0.4246 1.6743 1.2259
H15 -2.6241 -2.5138 1.9358
H16 1.4670 -4.6357 0.8159
H17 3.7756 -0.3379 -3.1444
H18 1.5326 -0.0598 3.1877
H19 -2.7037 -1.9222 -1.0518
H20 1.3513 -2.9463 1.4088
H21 -2.3595 2.1852 -0.1361
H22 1.6225 1.1493 -3.8229
H23 -2.3674 3.3616 1.1859
H24 -4.6363 2.4364 0.9117
H25 -0.4700 2.4387 -1.2799
H26 0.9860 -1.6206 -3.0465
H27 3.4113 -2.0339 -2.7011
H28 1.0499 2.7690 -2.1319


This record from the Open Molecules 2025 dataset describes an isolated molecule of C3H6INOS. The level of theory is ωB97M-V/def2-TZVPD.

energy above the lowest of the compared OMol25 structures with the same formula, charge and spin: 12.7 kcal/mol
LUMO level: -0.0095 eV
HOMO energy: -8.64 eV
orbital gap: 8.63 eV
2S+1: 1

Element x y z (Å)
I1 5.2950 0.0771 -0.0542
S1 3.2899 -1.0323 0.1143
O1 2.6152 1.5477 0.0454
N1 0.8734 0.0704 -0.0855
C1 -0.0131 1.2522 -0.0373
C2 2.1512 0.4657 -0.0119
C3 0.3287 -1.2243 0.1368
H1 0.6229 2.1377 -0.5598
H2 -0.7238 -1.3160 -0.1544
H3 0.2553 -1.3798 1.2579
H4 0.8827 -1.9519 -0.4839
H5 -0.9702 1.1556 -0.7194
H6 -0.2315 1.4611 1.0749


This record from the Open Molecules 2025 dataset describes a structure of composition C3H4NO. The level of theory is ωB97M-V/def2-TZVPD.

energy above the lowest of the compared OMol25 structures with the same formula, charge and spin: 95.1 kcal/mol
LUMO level: -6.6678 eV
HOMO energy: -15.05 eV
orbital gap: 8.38 eV
2S+1: 1
net charge: +1

Element x y z (Å)
O1 0.5520 -0.9321 0.9276
N1 -0.9484 0.6239 0.5250
C1 -0.3353 0.3761 -0.7273
C2 0.7592 -0.6022 -0.4653
C3 -0.3876 -0.3364 1.5200
H1 -1.7591 1.3362 1.3713
H2 1.0481 -1.5657 -0.9259
H3 -0.5421 0.9565 -1.6493
H4 1.6133 0.1439 -0.5761